ORCA calculation (ωB97M-V with the def2-TZVPD basis set) on a cluster of 8 separate species, C22H49N5O14 in total at a distorted geometry.

```
90
Properties=species:S:1:pos:R:3:forces:R:3:mulliken_charge:R:1
C -6.372 2.443 -4.512 0.3 0.2 0.2 -0.641
O -6.141 3.089 -3.241 0.4 0.0 0.4 -0.238
C -6.508 4.367 -2.941 -1.9 -0.5 -3.1 0.691
O -7.219 5.050 -3.692 1.7 -1.0 2.1 -0.579
O -6.018 4.626 -1.747 -0.1 0.7 -0.2 -0.233
C -6.415 5.859 -1.088 0.9 -0.4 -0.5 -0.622
H -5.926 1.449 -4.473 0.0 0.0 0.7 0.229
H -5.792 2.918 -5.303 -0.6 0.5 -0.1 0.297
H -7.432 2.298 -4.718 0.1 0.5 -0.1 0.283
H -6.198 6.768 -1.650 -0.3 -0.3 -0.6 0.309
H -5.660 5.883 -0.302 -0.9 0.0 0.7 0.204
H -7.477 5.784 -0.856 0.3 0.2 0.5 0.296
C 4.134 3.424 -0.272 -1.5 -0.1 1.6 -0.675
O 3.661 3.849 -1.544 1.0 -0.6 -0.8 -0.316
C 2.766 4.830 -1.689 -0.4 0.5 0.7 0.805
O 2.271 5.461 -0.768 0.7 -0.9 -1.8 -0.576
O 2.455 5.028 -3.004 0.0 0.8 1.4 -0.351
C 3.046 4.350 -4.120 0.4 -0.5 0.7 -0.546
H 4.956 2.709 -0.250 0.4 0.7 -1.1 0.296
H 3.363 2.820 0.208 -0.5 0.1 -0.1 0.263
H 4.263 4.251 0.427 0.4 0.2 -0.4 0.315
H 3.513 5.052 -4.811 -0.5 0.3 0.1 0.266
H 2.219 3.797 -4.566 0.4 -0.1 -0.3 0.235
H 3.863 3.711 -3.787 -0.3 -0.3 0.0 0.281
C 9.643 0.050 8.708 0.6 -0.4 1.2 -0.632
O 8.679 -0.060 7.713 -1.1 -0.1 -2.4 -0.311
C 7.698 -0.991 7.730 0.5 1.5 -1.3 0.731
O 7.415 -1.613 8.687 -0.8 -1.5 1.2 -0.503
O 7.087 -1.015 6.503 2.0 1.8 1.1 -0.289
C 6.010 -1.833 6.266 -1.6 -1.8 0.0 -0.642
H 10.194 0.975 8.538 -0.4 0.1 0.1 0.221
H 10.400 -0.733 8.670 -0.2 -0.4 -0.2 0.290
H 9.186 0.008 9.697 0.1 0.2 0.1 0.306
H 5.047 -1.562 6.698 0.2 0.7 0.5 0.291
H 6.183 -2.842 6.642 0.2 -0.1 -0.2 0.299
H 5.818 -1.859 5.193 0.4 0.0 0.0 0.239
C -0.736 0.365 -2.344 0.2 -0.6 -0.3 -0.825
N -0.203 -0.118 -1.088 -0.2 0.1 2.0 -0.131
C 0.900 -0.953 -0.981 -2.2 2.3 1.2 0.684
C 1.413 -1.331 0.357 -0.4 -0.1 1.0 -1.062
O 1.441 -1.304 -1.961 2.2 -1.5 -3.6 -0.581
H -0.876 -0.530 -2.950 0.3 0.3 -0.6 0.274
H -0.073 1.109 -2.785 0.2 -0.3 -0.3 0.197
H -1.706 0.861 -2.319 0.0 -0.2 0.9 0.362
H -0.701 0.077 -0.231 0.0 0.2 -0.2 0.194
H 0.591 -1.735 0.948 0.1 -0.3 0.1 0.338
H 1.775 -0.483 0.938 0.1 0.1 -0.2 0.272
H 2.213 -2.056 0.211 -0.2 0.1 0.2 0.280
C -5.737 -3.798 2.828 -0.3 -1.0 -0.4 -0.817
N -5.685 -2.958 1.645 0.2 2.0 1.6 -0.196
C -5.472 -3.407 0.405 0.5 -1.5 -1.2 0.674
C -5.391 -2.496 -0.796 0.4 0.6 0.5 -0.940
O -5.416 -4.602 0.165 0.0 -0.7 0.3 -0.652
H -6.374 -3.433 3.634 -0.3 0.4 -0.5 0.299
H -4.781 -3.991 3.315 0.3 0.0 -0.4 0.274
H -6.158 -4.728 2.445 0.2 -0.2 0.5 0.306
H -5.524 -1.980 1.839 -0.1 0.0 -0.4 0.222
H -6.349 -2.642 -1.295 0.0 0.6 -0.1 0.230
H -4.612 -2.796 -1.497 -0.1 -0.6 0.3 0.278
H -5.103 -1.475 -0.545 -0.8 0.3 0.0 0.322
C 2.612 -0.652 -7.271 0.2 -0.9 1.2 -0.880
N 3.625 -0.718 -6.198 -0.8 0.8 0.2 -0.158
C 4.941 -0.468 -6.303 1.2 -0.9 -0.8 0.662
C 5.705 -0.437 -4.989 -0.3 0.4 -0.1 -0.835
O 5.522 -0.442 -7.381 -0.3 0.5 0.3 -0.642
H 1.711 -0.491 -6.679 -0.4 0.1 -0.6 0.324
H 2.559 -1.643 -7.722 -0.2 0.2 -0.4 0.279
H 2.719 0.119 -8.034 0.4 0.0 0.3 0.288
H 3.248 -0.793 -5.264 0.1 0.1 -0.2 0.205
H 6.361 -1.306 -4.958 -0.2 0.0 0.2 0.232
H 5.009 -0.385 -4.152 0.2 -0.3 0.2 0.254
H 6.349 0.441 -4.935 -0.1 0.0 -0.2 0.273
C -2.339 3.780 2.619 -0.3 0.0 1.3 -0.889
C -3.430 2.723 2.876 0.5 1.3 -0.6 0.641
N -4.476 3.045 3.704 0.5 -0.1 -0.2 -0.406
O -3.329 1.677 2.286 -0.5 -1.1 0.0 -0.601
H -2.432 4.320 1.677 -0.1 -0.4 0.0 0.229
H -1.388 3.251 2.693 -0.1 0.0 -0.4 0.250
H -2.313 4.515 3.424 -0.1 0.2 0.0 0.343
H -5.126 2.310 3.942 0.1 0.2 0.0 0.234
H -4.474 3.903 4.237 0.0 -0.3 -0.1 0.200
C -2.123 -8.279 2.010 -1.6 -1.6 0.0 -0.855
C -1.248 -7.156 1.775 4.4 0.9 2.5 0.630
N -1.479 -6.323 0.777 -0.9 0.1 -0.8 -0.351
O -0.213 -7.008 2.487 -1.9 -0.4 -1.3 -0.678
H -2.949 -8.363 1.303 -0.2 0.3 0.1 0.329
H -2.496 -8.266 3.035 0.0 0.0 -0.1 0.242
H -1.567 -9.204 1.858 0.2 0.1 0.2 0.255
H -0.719 -5.711 0.516 -0.6 0.2 -0.1 0.209
H -2.407 -6.378 0.382 0.5 0.6 -0.6 0.220
```
Positions in Å, forces in eV/Å.

Output
* gap between HOMO and LUMO: 9.42 eV
* SMILES: COC(=O)OC.COC(=O)OC.COC(=O)OC.CNC(C)=O.CNC(C)=O.CNC(C)=O.CC(N)=O.CC(N)=O
* charge: 0

***

ORCA calculation (ωB97M-V with the def2-TZVPD basis set) on a cluster of 2 separate species, C24H30N6O2 in total at a distorted geometry.

```
62
Properties=species:S:1:pos:R:3:forces:R:3:mulliken_charge:R:1
C -7.330 2.436 -1.240 0.1 0.0 0.0 -1.548
C -6.463 2.056 -0.069 0.3 -0.1 0.1 0.725
C -7.006 2.004 1.220 0.6 -0.2 0.1 -0.448
C -6.207 1.637 2.308 0.2 0.0 -0.5 -0.652
C -4.859 1.319 2.111 -0.2 0.1 -0.2 -0.786
C -4.298 1.350 0.824 -0.9 0.2 0.2 -0.112
C -2.875 1.041 0.609 0.6 0.4 0.4 1.130
C -1.905 1.678 1.387 -1.3 -0.3 -0.4 -0.603
C -0.561 1.448 1.137 0.6 -0.5 -0.1 -0.079
N 0.400 2.065 1.867 0.5 0.6 0.8 -0.488
N -0.091 0.637 0.200 -0.3 -0.5 -0.7 -0.146
C -1.025 0.029 -0.536 0.0 0.1 -0.2 -1.678
N -0.779 -0.832 -1.581 0.1 -0.5 -0.4 0.097
C -1.976 -1.302 -2.106 -0.2 0.6 0.7 -0.831
C -2.998 -0.726 -1.392 0.1 0.2 0.2 0.722
C -4.376 -1.020 -1.643 -1.4 -0.3 -0.3 -0.013
N -5.489 -1.270 -1.880 1.7 0.4 0.4 -0.594
C -2.403 0.166 -0.384 -0.7 -0.6 -0.6 0.893
C -5.113 1.733 -0.253 -0.2 -0.1 0.4 -0.424
H -7.892 3.348 -1.018 0.0 -0.1 -0.1 0.396
H -8.038 1.631 -1.456 0.0 0.1 0.0 0.319
H -6.725 2.613 -2.135 -0.1 -0.1 0.1 0.347
H -8.053 2.246 1.378 0.1 0.0 0.0 0.414
H -6.636 1.594 3.304 0.1 0.0 -0.1 0.385
H -4.250 1.031 2.962 0.0 0.0 -0.1 0.487
H -2.193 2.380 2.158 0.0 0.0 -0.1 0.539
H 1.321 1.655 1.765 -0.2 0.2 0.3 0.143
H 0.120 2.393 2.784 0.4 -0.1 -0.3 0.264
H 0.150 -1.047 -1.931 -0.4 0.1 0.1 0.160
H -2.100 -2.006 -2.927 0.5 0.3 0.3 0.475
H -4.688 1.781 -1.251 0.0 0.0 0.0 0.468
C 2.760 2.271 -1.491 0.3 -0.5 -0.1 -1.075
N 2.567 0.895 -1.037 -0.8 0.2 0.5 0.385
C 3.424 -0.106 -1.275 1.2 -0.1 -0.4 0.209
O 4.465 0.075 -1.893 0.0 -0.2 0.0 -0.717
C 3.076 -1.490 -0.679 -0.3 -0.5 0.4 0.662
C 3.969 -1.886 0.516 0.2 0.9 -0.1 -1.489
C 3.946 -0.893 1.695 -0.2 -0.5 0.3 1.066
C 2.597 -0.877 2.419 0.3 0.1 -0.4 -1.253
C 5.019 -1.283 2.712 0.1 0.3 -0.4 -1.760
N 2.972 -2.591 -1.658 -0.8 1.6 1.3 -0.071
C 3.855 -3.176 -2.474 1.3 -1.0 -1.2 0.705
C 5.353 -2.986 -2.346 -0.2 0.2 -0.1 -0.961
O 3.430 -3.948 -3.319 -0.2 -0.2 -0.2 -0.681
H 2.556 2.339 -2.561 0.1 0.1 0.0 0.317
H 2.087 2.940 -0.952 0.0 -0.2 0.0 0.317
H 3.792 2.581 -1.312 -0.1 -0.1 -0.1 0.368
H 1.712 0.697 -0.528 -0.1 0.1 0.0 0.230
H 2.071 -1.388 -0.274 -0.2 -0.1 0.0 -0.024
H 4.998 -1.949 0.166 0.1 -0.1 -0.1 0.454
H 3.672 -2.872 0.877 -0.1 -0.1 -0.1 0.402
H 4.167 0.112 1.338 0.0 0.1 -0.2 0.243
H 2.360 -1.877 2.783 -0.1 0.0 0.1 0.334
H 2.641 -0.194 3.266 -0.1 0.0 0.1 0.427
H 1.807 -0.549 1.749 -0.3 0.0 0.0 0.045
H 6.001 -1.247 2.240 0.1 -0.1 0.1 0.412
H 4.837 -2.292 3.085 0.0 0.0 0.1 0.350
H 5.011 -0.582 3.546 0.1 -0.1 0.1 0.444
H 2.043 -2.939 -1.824 -0.1 0.0 -0.1 0.242
H 5.839 -3.491 -3.179 -0.2 -0.1 0.1 0.326
H 5.696 -3.430 -1.417 0.1 0.0 0.2 0.239
H 5.618 -1.936 -2.384 0.0 0.2 0.2 0.292
```
Positions in Å, forces in eV/Å.

Output
* energy relative to the best compared isomer or geometry (same formula, charge and spin): 0.0 kJ/mol
* gap between HOMO and LUMO: 8.61 eV
* SMILES: Cc1cccc(-c2cc(N)nc3[nH]cc(C#N)c23)c1.CNC(=O)[C@H](CC(C)C)NC(C)=O
* charge: 0